# 1
Density functional theory data (ωB97M-V/def2-TZVPD) for a cluster of 16 separate species, C21H68F6N23O23S2 in total in a non-equilibrium geometry.

XYZ file:
```
143
Properties=species:S:1:pos:R:3:forces:R:3:mulliken_charge:R:1
S 1.273 -1.650 1.122 0.19 2.17 0.61 0.413
S -0.562 -0.656 -0.437 -0.61 2.24 -1.57 -0.236
F 3.128 -0.730 -0.388 0.37 0.70 -1.18 -0.139
F 3.777 -0.918 1.622 0.68 0.95 1.64 -0.202
F -2.252 0.739 -1.929 -0.88 -0.40 -0.66 -0.122
F -1.584 1.910 -0.274 0.51 -0.06 -0.16 -0.196
F -0.225 1.421 -1.944 0.18 1.04 -0.34 0.166
F 3.646 -2.620 0.404 0.45 -1.92 -0.31 -0.202
O 4.142 3.994 -5.409 -0.12 -0.03 -0.04 -0.551
O -1.739 -1.185 0.200 -0.10 0.28 0.48 -0.069
O 2.749 -5.172 -1.063 -0.26 0.52 -0.29 -0.752
O 1.051 -0.960 -5.115 1.25 0.51 0.32 -0.621
O -2.079 2.290 -5.805 -0.41 -0.28 0.82 -0.585
O 3.392 -4.532 -3.571 -0.98 0.54 -0.19 -0.650
O -5.340 -0.435 2.026 -0.02 0.48 -0.03 -0.600
O -1.815 4.155 6.059 0.01 -0.25 -3.02 -0.691
O -1.516 -2.592 3.671 0.39 0.04 -0.35 -0.511
O -4.064 2.473 -3.118 0.29 0.05 -0.39 -0.318
O 2.100 3.887 -2.364 -0.07 -0.25 -0.16 -0.512
O 1.209 -1.555 2.529 0.02 0.23 1.61 -0.590
O -2.766 -0.865 6.405 0.35 0.56 -0.12 -0.582
O -2.021 6.534 -0.421 0.04 -1.41 -0.32 -0.712
O 3.897 -0.428 5.892 -2.51 -0.41 1.70 -0.720
O -1.533 -3.047 -6.446 -0.06 -1.80 2.95 -0.750
O 0.728 -2.815 0.525 0.05 -0.96 -0.86 0.297
O -2.167 -3.909 -1.814 1.12 -2.73 4.82 -0.662
O 2.639 -4.002 2.994 -0.38 -0.55 -0.16 -0.623
O 5.747 2.687 2.949 0.47 0.73 -0.28 -0.704
O -0.036 -1.274 -1.612 -0.31 -0.68 -0.62 0.287
O 1.333 2.877 2.362 -0.15 -0.97 0.11 -0.401
O 2.168 1.844 -0.586 -0.06 0.69 0.91 0.505
N 0.105 2.498 -5.105 -2.02 1.35 0.91 -0.214
N -0.245 4.131 4.357 -2.74 -0.24 0.52 -0.280
N 5.745 0.804 4.256 -1.22 0.09 0.08 -0.327
N 3.754 1.745 3.533 1.52 -0.56 0.82 -0.047
N -1.516 -5.844 -0.515 -1.29 3.43 -0.18 -0.322
N -1.611 -4.892 -4.970 -0.08 2.99 -1.08 -0.379
N -7.010 -0.567 0.468 1.77 -0.19 -0.01 -0.430
N -6.049 3.491 -2.617 1.18 -1.85 -0.35 -0.386
N -4.725 -0.822 -0.141 -1.21 0.45 1.02 0.024
N 2.099 -0.078 -3.256 0.61 -0.15 -1.65 0.737
N -2.941 4.454 -0.774 2.03 0.34 -0.24 -0.054
N -0.606 4.905 -1.190 -1.49 -0.04 0.53 0.103
N -5.936 1.112 -2.911 0.72 1.82 -0.43 -0.510
N 3.333 -0.536 -5.212 -2.05 -0.71 0.64 -0.459
N -0.972 -2.713 -4.211 -1.10 -2.25 -1.08 0.402
N 1.764 0.356 6.396 1.41 -0.81 -0.12 -0.239
N 2.819 -1.235 7.798 0.14 0.87 -1.82 -0.449
N 1.592 -5.883 2.144 0.18 2.19 1.10 -0.339
N 0.641 -4.645 3.972 2.38 -0.31 -1.63 -0.370
N 0.622 -0.201 0.528 -0.07 -1.88 0.55 0.065
N -1.570 3.894 -4.213 -0.87 -1.91 -0.65 -0.273
N -2.214 -3.771 0.570 0.45 -2.95 -3.41 -0.036
N -2.471 3.313 3.962 -0.14 1.09 2.06 -0.269
C 3.217 4.515 -4.449 -0.39 0.08 -0.65 -0.849
C 5.147 1.831 3.559 -0.78 -0.98 0.01 0.528
C 2.922 2.655 0.406 -0.22 -2.32 -0.80 -0.202
C -1.872 5.352 -0.750 0.20 0.97 -0.24 0.365
C 1.683 -4.752 3.001 -0.72 -1.17 0.81 0.603
C 2.118 -3.971 -3.132 1.12 -0.09 1.50 0.523
C -1.415 -3.515 -5.272 0.96 1.84 -1.32 0.552
C 2.077 -0.550 -4.575 -0.19 0.34 1.06 0.270
C 1.668 -4.884 -1.996 -0.78 -1.06 0.65 0.339
C 2.057 3.498 1.330 0.68 0.84 -1.74 -0.780
C 2.904 3.426 -3.442 1.15 0.04 0.70 0.827
C -1.932 -4.465 -0.648 -1.29 1.41 -1.77 0.433
C 3.103 -1.483 0.689 -1.75 0.28 -0.65 0.040
C -5.660 -0.585 0.864 0.10 -0.59 -0.43 0.578
C -1.290 2.789 -5.037 2.12 0.99 -1.69 0.425
C -3.017 -1.748 5.318 -1.94 0.21 -0.27 -0.802
C -5.245 2.366 -2.912 -1.58 0.07 0.84 0.328
C 2.877 -0.461 6.622 0.58 0.55 0.44 0.615
C -1.554 3.923 4.851 1.18 -0.79 0.95 0.462
C -1.222 0.994 -1.196 1.13 -1.44 1.77 -0.025
C -2.266 -1.435 4.032 0.83 0.67 -0.30 0.558
H -2.309 -2.777 0.461 0.32 0.03 0.35 0.085
H 1.644 1.093 -0.184 0.71 0.90 -0.10 -0.313
H -2.330 2.913 3.064 0.68 0.13 -0.48 0.181
H -0.712 -1.748 -4.339 0.04 -0.24 -0.29 -0.050
H 2.024 3.141 -1.718 -0.07 0.25 -0.55 -0.057
H -1.034 -6.120 0.313 0.21 -0.28 0.03 0.138
H 4.005 0.147 -4.943 0.34 0.26 -0.20 0.181
H -0.824 -2.360 3.022 -0.30 0.06 0.45 0.063
H 1.373 4.061 0.693 -0.14 0.08 -0.09 0.061
H 3.206 2.446 3.083 -0.12 -0.08 0.08 0.167
H 2.487 2.528 -3.905 -0.03 0.20 -0.21 -0.363
H -0.246 -5.054 3.787 -0.53 0.11 0.16 0.179
H -2.843 -1.066 3.178 -0.73 -0.58 0.21 0.124
H -5.043 -1.199 -1.010 0.24 -0.15 -0.29 0.264
H -2.807 3.529 -1.127 -0.14 -0.21 -0.15 -0.004
H -0.922 4.583 -3.912 0.45 0.01 0.33 0.222
H -7.645 -0.054 1.039 -0.27 -0.05 0.13 0.239
H -1.920 -4.232 1.404 0.03 0.37 0.53 0.126
H 3.365 0.901 3.922 -0.39 0.18 -0.15 -0.037
H 0.067 3.770 3.463 0.18 0.17 0.32 0.268
H 1.290 -0.058 -2.663 -0.19 -0.30 -0.31 -0.799
H 0.876 2.071 2.047 0.42 0.42 -0.09 0.253
H -6.584 1.002 -2.154 -0.10 -0.24 0.14 0.205
H -7.235 -0.863 -0.457 -0.42 0.15 -0.25 0.171
H 3.229 -0.867 -6.156 0.47 0.33 -0.17 0.305
H -3.837 4.712 -0.432 -0.21 0.41 0.23 0.207
H 2.762 4.243 1.718 -0.32 -0.17 0.63 0.545
H 2.967 0.229 -2.862 0.10 -0.03 0.17 0.085
H 1.399 -3.819 -3.937 0.15 -0.53 -0.13 0.246
H 3.710 -5.062 -2.820 -0.08 0.40 -0.18 0.422
H 3.585 -1.831 8.034 0.24 -0.07 -0.24 0.216
H 2.758 -4.427 -0.442 0.11 -0.28 -0.17 0.273
H 2.435 -6.144 1.672 -0.01 0.00 -0.31 0.208
H -3.428 3.283 4.296 0.48 -0.01 0.00 0.193
H 5.026 4.245 -5.132 0.03 -0.07 -0.01 0.318
H 2.322 4.819 -5.000 0.05 -0.02 0.04 0.253
H 0.830 -4.572 -1.363 -0.01 0.60 -0.61 -0.373
H -0.997 -3.143 -3.300 -0.08 0.51 0.19 -0.210
H 0.095 5.583 -1.412 -0.06 0.39 0.21 0.228
H -5.602 4.387 -2.656 -0.02 0.08 0.06 0.239
H 0.511 2.808 -4.240 0.81 -0.56 -0.06 -0.141
H -1.546 -6.387 -1.351 0.33 -0.18 -0.12 0.248
H -1.626 -0.545 4.194 0.27 -0.54 0.44 0.026
H 2.046 -1.216 8.424 -0.40 0.15 0.07 0.159
H -3.082 0.020 6.137 0.26 -0.67 0.25 0.321
H 2.229 -2.968 -2.669 0.42 -0.19 -0.37 -0.343
H 0.387 4.436 5.072 0.26 -0.05 -0.12 0.191
H -7.010 3.389 -2.390 -0.43 0.14 -0.07 0.154
H 0.429 1.690 -5.607 -0.15 -0.24 0.22 0.220
H 0.758 -3.868 4.601 -0.49 0.13 -0.26 0.223
H 3.923 3.152 -3.097 -0.38 -0.23 0.29 0.182
H 1.870 1.104 5.735 0.17 -0.06 -0.22 0.177
H 6.737 0.747 4.311 0.29 0.23 -0.07 0.186
H 1.363 -5.872 -2.369 0.26 0.13 -0.21 0.285
H -1.386 -5.211 -4.056 -0.01 -0.54 0.18 0.209
H 5.157 0.239 4.880 0.63 0.35 -0.41 0.423
H -4.110 -1.716 5.162 0.23 0.08 -0.41 0.291
H 3.605 3.231 -0.219 -0.40 0.60 0.18 0.378
H 0.809 -6.488 2.162 -0.28 -0.51 0.15 0.150
H -3.768 -0.965 0.152 -0.15 -0.11 -0.16 -0.085
H 3.659 5.409 -4.003 -0.26 -0.08 0.40 0.401
H -1.762 -5.409 -5.816 0.07 -0.58 0.39 0.211
H -2.887 -2.783 5.640 0.74 0.20 0.06 0.357
H 3.606 1.950 0.890 -0.27 0.18 0.55 0.339
H -0.315 3.959 -1.345 -0.42 -0.28 -0.11 -0.359
H -2.504 3.833 -3.846 -0.11 0.50 0.13 0.180
H 0.899 0.355 6.898 0.00 -0.35 0.35 0.188
H -5.318 0.339 -3.117 -0.02 0.10 0.26 0.265
```
Forces are in eV/Å.

Computed properties:
**E_HOMO**: -6.7 eV
**Energy relative to the best compared isomer or geometry (same formula, charge and spin)**: 0.0000 eV
**Charge**: -1
**Orbital gap**: 8.4 eV

# 2
Density functional theory data (ωB97M-V/def2-TZVPD) for a cluster of 15 separate species, C21H72N12O15 in total in a non-equilibrium geometry.

XYZ file:
```
120
Properties=species:S:1:pos:R:3:forces:R:3:mulliken_charge:R:1
O 1.826 -5.360 -1.681 -6.42 1.29 1.43 -0.763
O -5.321 1.992 0.275 -1.26 1.03 -0.61 -0.601
O 0.603 3.350 -4.002 -0.24 0.06 -3.42 -0.616
O -0.182 -0.980 5.654 -0.10 0.13 2.60 -0.697
O -1.353 4.132 2.326 0.57 1.85 -0.27 -0.709
O -1.627 -4.094 2.548 0.13 0.27 0.70 -0.668
O -0.783 0.194 -3.883 1.56 -0.22 0.48 -0.495
O 2.822 -3.346 1.489 -0.71 4.90 3.13 -0.887
O 2.320 -1.832 -1.032 5.16 -0.65 -1.17 -0.246
O -0.507 -0.600 0.200 -1.28 -1.13 -0.47 2.699
O 4.312 1.028 -0.782 1.63 -1.35 -0.74 -0.800
O -2.760 2.996 -1.665 -2.03 5.24 2.42 -0.558
O -3.569 -3.503 0.575 1.01 1.04 -3.56 -0.811
O 1.959 -0.431 -3.372 -0.82 1.85 -1.21 -0.570
O 1.625 1.339 2.725 4.57 -1.76 5.72 -0.594
N 4.479 -2.660 -0.565 1.54 -1.50 2.53 -0.263
N 2.681 -2.114 3.468 0.53 -0.24 4.71 -0.095
N -2.159 -2.551 -0.992 0.29 3.29 -2.28 0.204
N 3.665 1.685 3.885 2.08 2.31 -1.62 -0.358
N -3.790 4.107 0.151 0.26 0.95 0.35 -0.043
N -0.508 -5.757 -1.465 -0.44 -5.96 -0.19 -0.349
N 2.267 0.227 4.810 -3.82 -1.70 0.61 -0.370
N -3.005 5.350 -1.533 1.16 2.01 -4.29 -0.415
N -3.006 -4.542 -1.307 -0.20 -5.48 -6.40 -0.441
N 4.160 -1.568 -2.384 -0.03 2.40 -4.49 -0.302
N 2.219 -1.098 1.591 -1.31 4.19 -2.28 1.464
N 0.242 -3.659 -1.337 0.49 1.43 0.30 0.252
C 0.514 -4.954 -1.438 7.93 1.00 -1.88 0.493
C -3.187 4.139 -1.048 0.64 -5.51 -0.28 0.172
C -0.584 -3.735 1.669 0.75 0.19 1.55 -0.236
C 2.532 1.055 3.815 -4.47 3.05 -4.89 0.261
C -0.465 0.730 -0.261 1.70 -1.40 -0.21 -0.315
C 3.122 2.923 -0.555 -0.41 -0.62 -2.01 -1.676
C -0.630 -1.569 4.438 -0.89 -1.34 0.29 -1.452
C 2.617 0.622 -4.163 -0.64 -2.05 0.12 -0.060
C -3.046 -3.453 -0.625 -1.33 -0.59 7.94 0.179
C -5.210 0.734 0.865 2.59 -0.59 -0.62 -0.997
C -0.894 -0.588 3.308 1.31 -0.15 1.33 0.734
C 3.079 1.443 -0.309 1.08 1.27 0.76 1.507
C 3.639 -2.060 -1.358 -5.09 -0.75 4.68 0.099
C -2.916 2.458 2.864 -0.09 -1.57 -2.39 -1.451
C 2.576 -2.159 2.163 1.89 -8.57 -1.99 0.134
C 0.352 2.862 -2.775 0.55 1.13 4.06 2.184
C 3.367 0.057 -5.352 0.01 -1.23 0.71 -1.434
C -1.626 2.766 2.192 -0.18 0.66 -0.89 2.707
C -2.034 0.053 -3.256 0.36 -0.72 -0.59 -0.107
C -3.870 0.078 0.368 -1.67 -1.42 2.55 0.743
C 0.181 4.059 -1.799 -0.77 -0.26 0.09 -1.640
H 5.077 -1.551 -2.697 1.81 -0.47 0.00 0.099
H 0.977 -0.238 -3.459 1.35 -0.59 0.33 0.157
H -1.511 -0.973 2.520 -1.10 -0.06 0.19 0.404
H -1.861 -2.444 -1.998 -0.90 0.00 1.62 0.564
H 1.081 4.591 -1.729 1.71 0.66 0.27 0.707
H -2.923 1.387 2.980 -0.57 -0.46 0.27 0.097
H -0.597 -2.679 1.369 -0.30 -0.30 -0.27 -0.460
H -0.148 3.845 -0.774 0.09 -0.43 -0.26 -0.102
H -2.390 -4.120 1.977 -0.96 0.13 -0.11 0.492
H -0.775 0.727 -4.672 -0.46 0.39 -0.27 0.235
H 3.093 1.355 0.768 -0.64 -0.55 0.45 -0.170
H 0.094 0.783 -1.188 0.81 0.23 0.13 -0.801
H -0.754 -3.268 -1.238 3.08 -1.33 0.44 0.250
H 3.506 -1.060 -2.898 -1.21 0.70 -1.38 0.507
H -0.108 1.261 0.578 0.68 1.49 0.30 0.495
H 0.304 -0.852 0.636 0.53 -0.05 0.10 -1.678
H 4.252 1.495 4.665 0.59 0.07 0.27 0.184
H -1.807 -1.828 -0.351 -0.34 -0.06 -0.21 -0.855
H -0.502 4.820 -2.172 -0.38 -0.38 -0.33 0.410
H 4.157 0.144 -1.115 0.53 -0.28 -0.15 0.357
H 2.148 -0.211 2.120 -0.24 -0.44 -0.88 -0.779
H -4.201 3.252 0.447 -0.18 -0.88 0.11 0.219
H -1.405 1.023 -0.560 -2.40 0.75 -0.11 0.370
H -5.269 0.916 1.924 0.13 -0.26 0.45 0.281
H 3.202 3.105 -1.643 -0.24 0.01 0.30 0.268
H -1.615 2.599 1.130 -0.64 -0.69 -0.50 -0.979
H 4.104 -2.877 0.338 -0.77 -0.87 0.83 0.063
H -4.016 -0.995 0.451 -0.19 -0.39 -0.54 -0.007
H 3.968 2.410 3.180 -0.82 -1.48 1.22 0.297
H 2.227 -1.117 0.570 0.13 -0.18 -0.38 -0.578
H -5.610 1.950 -0.651 0.30 -0.19 0.44 0.299
H -1.385 -5.577 -1.049 -0.23 0.64 0.59 0.365
H 2.337 0.827 -0.789 -0.91 0.31 -0.02 -0.341
H 2.560 0.163 5.781 0.57 0.72 -0.57 0.205
H -3.655 0.375 -0.599 0.22 0.56 -2.10 -0.030
H -2.614 -0.524 -3.949 -0.74 -1.19 0.21 0.588
H -2.533 -4.456 -2.282 -1.18 -0.55 2.34 0.288
H -0.396 -1.590 6.444 0.50 1.47 -2.20 0.356
H -1.127 0.372 3.780 -0.41 -0.10 -0.61 0.336
H -4.043 4.932 0.701 0.36 -0.41 -0.76 0.185
H -0.211 -6.766 -1.365 -0.48 1.69 -0.39 0.276
H 4.006 3.374 -0.156 0.43 0.12 0.73 0.532
H -0.806 2.200 2.559 0.76 -0.62 0.77 -0.757
H -1.858 -0.394 -2.262 -0.34 0.27 -0.72 -0.597
H 2.227 3.321 -0.195 -1.25 1.27 0.68 0.219
H -2.584 0.949 -3.208 -0.34 1.56 0.71 0.299
H 4.068 -0.737 -5.045 -0.20 0.28 0.02 0.263
H 5.495 -2.822 -0.629 -1.21 0.52 -0.80 0.224
H 1.328 3.966 -4.065 0.35 0.16 0.45 0.416
H 2.789 -0.381 -6.164 -0.51 0.09 0.27 0.291
H 1.288 -0.167 4.735 1.16 0.81 0.60 0.019
H 1.171 2.206 -2.380 -0.70 0.23 -0.37 -0.781
H -2.720 5.258 -2.556 -0.37 0.63 2.01 0.363
H 0.138 -2.268 4.208 0.51 -0.76 -0.91 0.469
H 3.220 1.262 -3.561 1.16 -0.09 0.95 0.163
H -0.598 2.391 -2.728 -0.60 -0.85 -0.50 -0.649
H 0.037 -0.508 2.782 0.57 0.69 -0.13 -0.550
H -2.993 2.925 3.764 0.09 1.22 2.82 0.669
H -1.476 -2.164 4.718 -0.84 -0.28 -0.38 0.567
H 0.360 -3.868 2.207 -0.02 -0.11 -0.20 0.292
H 3.072 -2.915 3.979 -0.47 0.44 -0.93 0.281
H -3.781 2.782 2.294 0.00 -0.12 -0.15 0.191
H 1.885 1.306 -4.431 -1.63 1.14 -1.14 0.594
H 2.442 -1.285 4.105 0.79 -1.99 -2.04 0.510
H -5.974 0.062 0.564 -1.09 -0.40 -0.19 0.471
H -3.387 -5.551 -1.147 0.28 3.36 0.19 0.305
H -2.973 0.150 0.943 0.48 1.02 0.77 -0.533
H -3.513 6.222 -1.298 0.39 -1.45 0.06 0.210
H 1.129 -3.105 -1.145 -1.37 -0.12 -0.42 -0.357
H -0.609 -4.434 0.876 0.36 -0.24 -1.19 0.639
H 3.944 0.827 -5.767 0.98 1.21 -0.73 0.459
H -1.139 4.469 1.440 -0.06 -0.03 0.69 0.392
```
Forces are in eV/Å.

Computed properties:
**E_HOMO**: -7.6 eV
**Energy relative to the best compared isomer or geometry (same formula, charge and spin)**: 1.0088 eV
**Orbital gap**: 7.7 eV